one:
The following is a DFT calculation (wB97M-V/def2-TZVPD) of a structure of composition C50H50BNO3P3Sr.

Last column: Löwdin charge in e.
Geometry (Å):
Sr1 -0.2812 -1.3214 -0.1642  1.256
P1 -1.3742 1.4107 0.8367  1.063
P2 4.3707 0.0964 -1.2442  1.029
P3 2.1219 -0.1158 0.2200  0.971
O1 -4.2109 -1.2076 -1.2395  -0.014
O2 -2.4584 -1.8176 2.8067  -0.047
O3 -4.1432 -3.0739 0.0820  -0.017
N1 -2.1587 -0.4897 2.6537  -0.063
C1 -4.4399 3.9220 -0.3398  -0.068
C2 -6.4806 -3.6197 0.2797  -0.011
C3 1.4690 -0.4410 2.9761  -0.096
C4 0.5697 -1.8340 -3.1934  -0.045
C5 -4.1635 1.5050 0.9928  -0.087
C6 0.9216 -2.3980 1.6815  -0.243
C7 -5.5560 3.2999 0.2035  -0.072
C8 -1.6925 0.0738 3.6866  -0.117
C9 -0.0510 2.7820 -2.7761  -0.081
C10 1.0437 -0.9674 -2.2333  -0.240
C11 -3.1837 3.3581 -0.1828  -0.092
C12 5.7676 -0.9754 -1.7225  -0.405
C13 0.8120 -3.2130 -3.0562  -0.028
C14 7.9786 -1.8730 -1.3858  -0.068
C15 1.7867 -1.4577 -1.1077  -0.609
C16 -0.7933 2.2422 -1.7351  -0.142
C17 6.6896 -2.5499 -3.3034  -0.077
C18 -1.0983 2.2353 2.4543  -0.284
C19 -0.6888 4.2275 3.7662  -0.061
C20 -0.7948 3.5898 2.5384  -0.083
C21 6.2763 2.1255 -1.5537  -0.096
C22 6.9380 -1.0633 -0.9640  -0.093
C23 5.3741 3.6623 0.5718  -0.081
C24 -0.3670 2.3675 -0.4061  -0.416
C25 -3.0356 2.1307 0.4647  -0.325
C26 1.1499 3.4265 -2.5120  -0.073
C27 -0.9112 3.5175 4.9349  -0.064
C28 -5.9965 -1.7547 -2.7406  -0.013
C29 -5.3803 -3.1879 -0.6676  -0.491
C30 -5.4099 2.1047 0.8869  -0.086
C31 -6.4396 -0.8502 -0.4548  -0.022
C32 6.8860 3.3379 -1.2626  -0.069
C33 1.3354 -1.0418 1.7335  -0.444
C34 3.9024 -0.5661 0.4813  -0.441
C35 6.4469 4.1019 -0.1912  -0.077
C36 -1.3271 1.5136 3.6464  -0.207
C37 0.8507 2.9990 -0.1612  -0.148
C38 -1.2267 2.1705 4.8694  -0.038
C39 5.6415 -1.7385 -2.8792  -0.107
C40 1.9925 -2.8423 -0.9667  -0.146
C41 1.5243 -3.7050 -1.9733  -0.029
C42 5.2296 1.6508 -0.7645  -0.384
C43 1.2314 -1.1781 4.1341  -0.057
C44 4.7667 2.4475 0.2831  -0.127
C45 0.8339 -2.5051 4.0615  -0.044
C46 7.8585 -2.6067 -2.5631  -0.072
C47 -5.5563 -1.7631 -1.2861  -0.483
C48 0.6543 -3.1206 2.8268  -0.035
C49 -5.1221 -4.2673 -1.7164  -0.018
C50 1.6006 3.5301 -1.2026  -0.077
B1 -3.3990 -1.9913 -0.4097  -0.504
H1 -4.9135 -5.2061 -1.2011  0.092
H2 -2.8398 -2.0593 1.9335  0.039
H3 4.7260 -1.6840 -3.4569  0.095
H4 -7.4398 -3.6723 -0.2422  0.098
H5 0.9027 -2.8627 0.6790  0.031
H6 7.0358 -0.4832 -0.0539  0.113
H7 -1.5875 -0.4661 4.6265  0.133
H8 1.7388 3.8381 -3.3216  0.108
H9 1.2271 3.0662 0.8533  0.093
H10 4.3917 -0.0549 1.3053  0.055
H11 -1.6942 1.6754 -1.9460  0.115
H12 1.7583 -4.7587 -1.8928  0.125
H13 -6.3768 0.1586 -0.8633  0.085
H14 7.7047 3.6864 -1.8788  0.110
H15 -6.5348 3.7500 0.0971  0.108
H16 2.5500 4.0082 -0.9956  0.101
H17 3.9200 2.1342 0.8827  0.075
H18 -6.5740 -2.9366 1.1220  0.085
H19 -5.9807 -4.4170 -2.3727  0.089
H20 -6.9439 -2.2841 -2.8693  0.095
H21 5.0009 4.2690 1.3873  0.107
H22 0.3462 -4.1552 2.7632  0.127
H23 6.5941 -3.1275 -4.2137  0.107
H24 4.0065 -1.6440 0.5589  0.051
H25 -5.2391 -2.2129 -3.3742  0.086
H26 -6.0934 -0.8196 0.5795  0.085
H27 -2.3241 3.8921 -0.5631  0.100
H28 0.6602 -3.0685 4.9688  0.120
H29 -4.2438 -4.0099 -2.3092  0.090
H30 -0.6486 4.1624 1.6318  0.102
H31 1.3770 -0.7123 5.1005  0.120
H32 -6.2745 1.6364 1.3392  0.108
H33 1.7791 0.5964 3.0446  0.118
H34 -6.1274 -0.7218 -3.0680  0.091
H35 -7.4822 -1.1746 -0.4753  0.096
H36 0.9751 0.1233 -2.3273  0.104
H37 -0.3965 2.6769 -3.7977  0.111
H38 0.4785 -3.8925 -3.8295  0.122
H39 0.0538 -1.4378 -4.0578  0.128
H40 -0.4375 5.2794 3.8060  0.111
H41 -4.0544 0.5481 1.4804  0.086
H42 -0.8497 4.0127 5.8950  0.110
H43 8.6793 -3.2293 -2.8949  0.109
H44 -1.4233 1.6181 5.7815  0.116
H45 -6.2511 -4.6121 0.6695  0.091
H46 -4.5444 4.8615 -0.8671  0.107
H47 6.9333 5.0395 0.0440  0.108
H48 2.6394 -3.2301 -0.1936  0.122
H49 6.6248 1.5399 -2.3960  0.108
H50 8.8877 -1.9312 -0.8013  0.109

Its LUMO energy is -3.11 eV. As for the total charge: +1.

---

two:
The following is a DFT calculation (wB97M-V/def2-TZVPD) of a structure of composition C50H50BNO3P3Sr.

Last column: Löwdin charge in e.
Geometry (Å):
Sr1 -0.2990 -0.3844 0.2859  1.215
P1 -3.3508 -0.4883 0.0322  0.912
P2 -0.3809 2.7860 -0.3817  1.050
P3 -5.1335 1.9568 -0.1432  1.021
O1 2.0555 -0.4726 -1.3005  -0.103
O2 0.8773 -3.4622 -0.9668  -0.023
O3 1.3203 -3.6971 1.2370  0.024
N1 2.0701 0.4404 -0.2411  -0.104
C1 -1.8225 -1.6213 -2.0087  -0.171
C2 -6.7561 2.9935 -2.1134  -0.111
C3 -7.9436 3.2225 -2.7967  -0.080
C4 -9.1205 1.8826 -1.1834  -0.071
C5 2.2882 2.7315 0.3514  -0.222
C6 -2.8383 -2.4475 1.9065  -0.126
C7 0.3242 -5.8562 1.0175  -0.013
C8 1.0159 -5.7336 -1.7716  -0.007
C9 -5.9952 3.2141 4.2223  -0.084
C10 0.1518 2.3164 -4.3830  -0.062
C11 -9.1230 2.6670 -2.3319  -0.076
C12 1.0774 3.4305 0.5131  -0.317
C13 3.0587 -4.3798 -1.3135  -0.012
C14 -1.8324 -0.9368 -4.3118  -0.075
C15 3.3516 4.1804 1.9469  -0.059
C16 -2.2518 4.8372 -0.8713  -0.079
C17 2.7934 -5.6070 1.2686  -0.005
C18 -3.9528 -3.2589 -0.0634  -0.077
C19 -6.5812 3.8847 3.1583  -0.078
C20 -3.2898 5.6780 -0.4938  -0.069
C21 -1.3082 -1.7231 -3.2957  -0.049
C22 3.4156 3.1101 1.0649  -0.018
C23 0.0631 3.1122 -2.1092  -0.397
C24 0.8204 3.4699 -4.7616  -0.063
C25 -5.5482 2.3590 1.5932  -0.398
C26 -2.8545 -0.0417 -4.0280  -0.072
C27 -3.9533 -4.5350 0.4673  -0.059
C28 2.3612 1.6161 -0.6212  -0.118
C29 1.5369 -5.0038 0.6607  -0.490
C30 -3.7970 5.6231 0.7950  -0.074
C31 -3.3952 -2.1973 0.6553  -0.407
C32 -2.8319 -3.7294 2.4396  -0.066
C33 -5.1897 2.1133 3.9737  -0.082
C34 -4.9685 1.6905 2.6709  -0.111
C35 -6.7419 2.2102 -0.9629  -0.416
C36 -1.7265 3.9247 0.0395  -0.396
C37 2.1678 4.8790 2.1033  -0.060
C38 -5.0825 0.0917 -0.0820  -0.510
C39 -6.3563 3.4638 1.8579  -0.112
C40 -3.3917 -4.7698 1.7191  -0.068
C41 0.7412 4.2697 -2.4964  -0.085
C42 -0.2226 2.1375 -3.0590  -0.093
C43 -2.8448 -0.7127 -1.7091  -0.411
C44 1.1144 4.4480 -3.8171  -0.062
C45 -3.2840 4.7096 1.7058  -0.089
C46 1.6376 -4.6927 -0.8579  -0.488
C47 -2.2654 3.8551 1.3245  -0.132
C48 1.0349 4.5071 1.3919  -0.065
C49 -3.3474 0.0842 -2.7370  -0.091
C50 -7.9378 1.6575 -0.5025  -0.093
B1 0.8025 -2.8384 0.2900  -0.609
H1 0.9847 5.0272 -1.7599  0.118
H2 3.6885 -5.2700 -1.3263  0.094
H3 -7.2215 4.7383 3.3413  0.110
H4 -4.3719 -3.0814 -1.0476  0.117
H5 -1.8566 4.8928 -1.8763  0.100
H6 2.6283 -5.7992 2.3287  0.093
H7 -10.0450 1.4530 -0.8203  0.108
H8 -3.6956 6.3829 -1.2081  0.109
H9 4.2314 4.4674 2.5069  0.112
H10 -0.7410 1.2276 -2.7732  0.074
H11 1.1349 -5.4278 -2.8116  0.090
H12 -6.1718 3.5429 5.2378  0.107
H13 -6.8244 3.9987 1.0396  0.110
H14 4.3424 2.5669 0.9308  0.123
H15 -1.4397 -2.3265 -1.2684  0.071
H16 -4.7376 1.5750 4.7970  0.106
H17 0.1126 5.0559 1.5228  0.103
H18 -1.4574 -1.0288 -5.3228  0.112
H19 -4.3256 0.8328 2.5094  0.077
H20 -4.6008 6.2842 1.0925  0.111
H21 -4.3855 -5.3535 -0.0931  0.112
H22 3.6431 -4.9337 1.1755  0.086
H23 1.9476 -1.3552 -0.8754  0.027
H24 -4.1250 0.8108 -2.5361  0.079
H25 -3.2696 0.5729 -4.8164  0.116
H26 1.5049 -6.7024 -1.6527  0.098
H27 0.2165 -5.8726 2.1022  0.095
H28 3.0230 -3.9741 -2.3253  0.094
H29 3.5281 -3.6414 -0.6607  0.094
H30 -7.9444 3.8368 -3.6878  0.106
H31 3.0436 -6.5559 0.7902  0.097
H32 -2.4176 -1.6295 2.4860  0.091
H33 2.1203 5.7200 2.7825  0.112
H34 -5.5590 -0.3034 -0.9812  0.062
H35 -5.8310 3.4329 -2.4705  0.093
H36 -3.6962 4.6459 2.7058  0.107
H37 -0.5161 -2.4375 -3.4808  0.118
H38 -7.9428 1.0593 0.4019  0.112
H39 -5.6251 -0.3129 0.7747  0.060
H40 -10.0502 2.8459 -2.8608  0.108
H41 -3.3896 -5.7717 2.1282  0.114
H42 -0.0471 -5.8542 -1.5709  0.084
H43 2.6256 1.7899 -1.6657  0.154
H44 1.1208 3.6074 -5.7920  0.110
H45 -0.5889 -5.4365 0.5899  0.081
H46 -0.0711 1.5481 -5.1114  0.103
H47 -1.8877 3.1286 2.0368  0.108
H48 -2.3815 -3.9105 3.4061  0.115
H49 0.4347 -6.8834 0.6677  0.094
H50 1.6392 5.3468 -4.1131  0.111

Its LUMO energy is -2.31 eV. As for the total charge: +1.

---

Bottom line: two, by a margin of 91.1 kcal/mol.

---

one:
The following is a DFT calculation (wB97M-V/def2-TZVPD) of a cluster of 2 separate species, C6H14O in total.

Last column: Löwdin charge in e.
Geometry (Å):
O1 -2.3423 -0.3520 -0.6710  -0.195
C1 2.8863 -1.2523 0.2552  -0.052
C2 -0.9781 -0.0421 -0.8365  -0.253
C3 1.6742 1.4091 1.1093  -0.039
C4 -0.6310 0.9931 0.2302  -0.181
C5 0.7671 1.5389 0.1456  -0.200
C6 -2.8048 -1.3137 -1.5816  -0.124
H1 -3.8658 -1.4754 -1.3724  0.089
H2 1.0468 2.0537 -0.7761  0.107
H3 1.4606 0.8517 2.0211  0.073
H4 3.4087 -1.6818 -0.6010  0.020
H5 -0.7920 0.5357 1.2132  0.118
H6 2.2873 -2.0129 0.7619  0.026
H7 3.6075 -0.8368 0.9677  0.025
H8 -0.3593 -0.9505 -0.7255  0.124
H9 2.6937 1.7698 0.9960  0.065
H10 2.2308 -0.4562 -0.0839  -0.027
H11 -0.7933 0.3572 -1.8503  0.128
H12 -2.6957 -0.9730 -2.6237  0.088
H13 -1.3586 1.8084 0.1294  0.121
H14 -2.2704 -2.2707 -1.4695  0.088

The SMILES is C=CCCOC.C. Its LUMO energy is 1.05 eV. As for the total charge: 0.

---

two:
The following is a DFT calculation (wB97M-V/def2-TZVPD) of the molecule C6H14O.

Last column: Löwdin charge in e.
Geometry (Å):
O1 1.2594 -0.8805 -0.9165  -0.192
C1 -1.5756 -0.2727 -1.0080  -0.053
C2 2.3994 -1.3079 -0.2176  -0.119
C3 -1.0775 1.7667 0.3663  -0.062
C4 -0.6268 -0.5217 1.2958  -0.055
C5 0.7863 0.4025 -0.5519  -0.205
C6 -0.6315 0.3406 0.0306  -0.602
H1 -1.6206 0.3488 -1.9110  0.086
H2 2.2078 -1.4239 0.8596  0.084
H3 -0.4130 2.2327 1.1051  0.084
H4 1.4650 0.8713 0.1782  0.128
H5 2.6836 -2.2796 -0.6300  0.090
H6 0.0706 -0.1271 2.0456  0.086
H7 -0.3296 -1.5475 1.0568  0.084
H8 -1.2275 -1.2686 -1.2993  0.084
H9 -2.0911 1.7649 0.7843  0.086
H10 3.2401 -0.6116 -0.3467  0.089
H11 -1.6232 -0.5549 1.7507  0.085
H12 -2.5923 -0.3626 -0.6071  0.085
H13 0.7844 1.0308 -1.4554  0.133
H14 -1.0879 2.4001 -0.5295  0.084

The SMILES is COCC(C)(C)C. Its LUMO energy is 0.92 eV. As for the total charge: 0.

---

three:
The following is a DFT calculation (wB97M-V/def2-TZVPD) of a structure of composition C6H14O.

Last column: Löwdin charge in e.
Geometry (Å):
O1 -1.7279 -0.8269 -0.3463  -0.134
C1 1.1422 0.3987 -1.2948  -0.189
C2 -0.2055 0.4774 1.2460  -0.036
C3 1.8858 1.6373 -0.9365  -0.102
C4 -0.8482 -1.0651 0.6293  -0.519
C5 -0.0071 0.3730 -2.0596  -0.069
C6 -1.4266 -1.7932 1.8315  -0.072
H1 -0.0882 -0.4089 -2.8088  0.093
H2 0.0522 -1.5910 0.2641  0.107
H3 2.2838 1.5906 0.0775  0.074
H4 -0.2280 1.3807 0.6428  0.039
H5 -1.7802 -2.7707 1.5035  0.076
H6 -0.3974 1.3291 -2.3955  0.085
H7 0.7205 0.3502 1.8017  0.052
H8 -1.0150 0.6484 1.9485  0.040
H9 -1.0852 -0.2736 -1.2256  0.117
H10 -0.6656 -1.9430 2.5984  0.079
H11 -2.2633 -1.2350 2.2503  0.077
H12 1.2705 2.5287 -1.0536  0.083
H13 2.7444 1.7297 -1.6089  0.089
H14 1.6388 -0.5364 -1.0641  0.108

Its LUMO energy is 0.34 eV. As for the total charge: 0.

---

four:
The following is a DFT calculation (wB97M-V/def2-TZVPD) of the molecule C6H14O.

Last column: Löwdin charge in e.
Geometry (Å):
O1 2.2668 -0.2123 0.5074  -0.190
C1 -1.2872 1.0611 0.5226  -0.218
C2 0.0679 0.5185 1.0112  -0.180
C3 -2.0038 -1.0567 -0.7586  -0.119
C4 3.3173 -0.3585 -0.4097  -0.127
C5 -2.3567 -0.0173 0.3046  -0.273
C6 1.0955 0.2923 -0.0894  -0.265
H1 -3.3059 0.4664 0.0314  0.103
H2 -2.7941 -1.8086 -0.8566  0.069
H3 -1.6738 1.7726 1.2644  0.105
H4 3.0596 -1.0588 -1.2211  0.089
H5 -1.1525 1.6435 -0.4035  0.112
H6 -0.0803 -0.4312 1.5422  0.119
H7 0.7234 -0.4138 -0.8523  0.112
H8 -1.8690 -0.5863 -1.7416  0.077
H9 4.1779 -0.7531 0.1370  0.088
H10 -2.5349 -0.5258 1.2628  0.106
H11 -1.0767 -1.5878 -0.5091  0.062
H12 0.5180 1.2079 1.7353  0.114
H13 1.3126 1.2416 -0.6127  0.128
H14 3.5960 0.6062 -0.8645  0.088

The SMILES is CCCCCOC. Its LUMO energy is 1.13 eV. As for the total charge: 0.

---

Bottom line: two, by a margin of 4.2 kcal/mol.